Entry 1:
Molecular formula: C5H2O
Method: DFT, the ωB97M-V functional and the def2-TZVPD basis

Last column: natural (NBO) charge in e.
Cartesian coordinates (Å):
C: 0.3786 1.0612 1.2388  0.144
C: -1.4183 0.7121 -0.0767  0.087
C: 0.6454 -0.3032 -1.1065  0.423
C: -0.9474 0.3849 1.2236  -0.302
C: 0.0116 0.4157 -0.0372  -0.282
O: 1.0655 -1.4148 -1.1484  -0.453
H: 0.6162 0.3951 -1.9062  0.132
H: -1.5018 -0.3330 1.8791  0.251

## Properties
- Relative energy (zero: lowest compared OMol25 entry of this formula, charge and spin): 3.4283 eV
- Orbital gap: 9.405 eV
- HOMO: -10.37 eV


Entry 2:
Molecular formula: C5H2O
Method: DFT, the ωB97M-V functional and the def2-TZVPD basis

Last column: natural (NBO) charge in e.
Cartesian coordinates (Å):
C: 1.5491 -0.0194 -1.6292  -0.090
C: 0.8185 0.0853 -0.6497  -0.221
C: -0.4681 -0.1828 1.3127  -0.618
C: 0.7676 -0.3244 0.6553  0.127
C: -1.4809 0.2272 0.5889  0.734
O: -2.4116 0.4204 -0.0479  -0.418
H: 1.8599 0.0699 -2.6157  0.217
H: -0.6344 -0.2762 2.3855  0.269

## Properties
- Relative energy (zero: lowest compared OMol25 entry of this formula, charge and spin): 0.0000 eV
- Orbital gap (alpha / beta): 7.555 / 8.351 eV
- Spin multiplicity: 3
- HOMO (alpha / beta): -7.12 / -9.70 eV


Entry 3:
Molecular formula: C5H2O2S
Method: DFT, the ωB97M-V functional and the def2-TZVPD basis

Last column: natural (NBO) charge in e.
Cartesian coordinates (Å):
C: -1.3359 -1.5008 -0.9365  -0.371
C: -0.9700 -0.3138 -1.5410  -0.399
C: -0.5186 -1.4697 0.1834  0.144
C: 0.3615 -0.6569 0.6739  -0.386
C: 1.9349 1.8677 2.0577  1.027
O: 1.1705 2.0570 2.9068  -0.515
O: 2.6461 1.6205 1.1974  -0.510
S: 0.1850 0.5870 -0.5280  0.482
H: -2.0761 -2.3292 -1.5036  0.283
H: -1.3973 0.1382 -2.5101  0.245

## Properties
- Relative energy (zero: lowest compared OMol25 entry of this formula, charge and spin): 0.0981 eV
- Orbital gap: 8.240 eV
- HOMO: -9.51 eV


Entry 4:
Molecular formula: C5H30N2O8S
Method: DFT, the ωB97M-V functional and the def2-TZVPD basis

Last column: natural (NBO) charge in e.
Cartesian coordinates (Å):
N: -0.3222 0.7876 0.3017  -0.882
C: -0.8896 -0.5037 0.7632  -0.089
C: -1.6636 -0.2304 2.0084  -0.441
C: -2.7260 -1.2786 2.2300  -0.504
S: -4.4041 -0.9107 1.4729  -0.069
C: 0.2129 -1.5600 1.0697  -0.217
N: 0.4674 -2.5486 -0.1085  -0.639
C: 1.2034 -3.7763 0.1765  -0.429
H: 0.6808 0.9540 0.4239  0.367
H: -0.3959 0.6974 -0.6919  0.378
H: -1.5891 -0.8986 0.0373  0.209
H: -1.0922 -0.1324 2.9606  0.221
H: -2.0979 0.8324 1.9472  0.235
H: -2.5121 -2.3307 1.8670  0.218
H: -2.9880 -1.3318 3.4074  0.223
H: -4.2169 0.3627 1.1446  0.123
H: 1.2684 -0.9664 1.1401  0.183
H: -0.0873 -2.1850 1.9158  0.187
H: -0.3613 -2.8571 -0.2893  0.338
H: 1.2027 -4.1267 1.2442  0.172
H: 0.7295 -4.6385 -0.3752  0.211
H: 2.2564 -3.7141 -0.0016  0.197
H: 2.4216 0.9820 -0.6693  0.515
H: 2.5732 -0.4849 -0.0036  0.488
O: 2.5516 0.4615 0.1365  -0.983
H: 1.8588 0.9009 1.9920  0.484
H: 3.0644 1.5234 2.3994  0.470
O: 2.1693 1.7031 2.5212  -0.957
H: -0.1094 -1.1186 -3.9735  0.457
H: -0.0731 0.2652 -3.3984  0.487
O: -0.5219 -0.5205 -3.3417  -0.956
H: -2.6708 1.4286 -2.4846  0.493
H: -2.8156 2.5868 -1.3659  0.469
O: -3.2370 2.1835 -2.1120  -0.960
H: 2.4291 3.6583 -0.3849  0.507
H: 1.5378 2.6830 0.0453  0.499
O: 2.0620 2.8322 -0.7534  -1.001
H: 0.4798 -2.5933 -3.6128  0.436
H: 0.8036 -2.4696 -2.1281  0.497
O: 1.2039 -2.4976 -3.0981  -0.954
H: 0.1570 4.2690 1.2231  0.482
H: 1.3002 3.7331 2.1412  0.508
O: 1.0760 4.1189 1.2845  -0.977
H: -0.2726 2.7130 -2.3589  0.484
H: 1.0533 2.0094 -2.1301  0.484
O: 0.2836 1.9881 -2.5721  -0.964

## Properties
- Relative energy (zero: lowest compared OMol25 entry of this formula, charge and spin): 4.6090 eV
- Orbital gap: 9.253 eV
- HOMO: -8.99 eV
- Structure (SMILES): CNC[C@H](N)CCS.O.O.O.O.O.O.O.O


Entry 5:
Molecular formula: C5H30N2O9
Method: DFT, the ωB97M-V functional and the def2-TZVPD basis

Last column: natural (NBO) charge in e.
Cartesian coordinates (Å):
N: -1.0629 -1.8312 1.1042  -0.656
C: -1.0331 -2.7152 0.0102  -0.237
C: 0.0144 -3.8371 0.2839  -0.409
C: 0.5964 -3.5701 1.7614  -0.436
C: -0.2072 -2.3485 2.2635  -0.058
C: 0.6337 -1.1711 2.7013  -0.228
N: 1.2531 -0.4384 1.5985  -0.855
H: -1.9409 -1.6256 1.4370  0.363
H: -1.9499 -3.1827 -0.1922  0.183
H: -0.8805 -2.3606 -0.9705  0.174
H: 0.8246 -3.7676 -0.5111  0.209
H: -0.4032 -4.8749 0.2814  0.220
H: 0.6597 -4.3429 2.4728  0.222
H: 1.6915 -3.4244 1.7266  0.211
H: -0.9839 -2.6869 2.9876  0.192
H: -0.0957 -0.5161 3.3242  0.172
H: 1.3236 -1.4649 3.5026  0.200
H: 2.2194 -0.4343 1.7643  0.375
H: 0.7866 0.3340 1.3632  0.368
H: 0.5478 2.9384 -3.5743  0.465
H: 1.5734 3.1097 -2.4258  0.475
O: 1.2570 3.4085 -3.3943  -0.951
H: 1.2706 -1.4606 -0.8645  0.498
H: 0.0245 -0.7754 -1.5574  0.477
O: 0.9984 -0.7762 -1.7268  -0.977
H: -0.5474 4.3556 1.3062  0.484
H: 0.6856 3.7245 0.5894  0.486
O: 0.0265 3.5625 1.2805  -0.964
H: -2.0137 1.9685 -2.7989  0.474
H: -1.1128 0.9704 -3.3024  0.459
O: -1.5976 1.6840 -3.6224  -0.950
H: -1.5921 0.7202 0.8130  0.495
H: -1.7336 2.2098 0.8006  0.507
O: -2.2637 1.4266 0.5949  -0.982
H: 3.3208 1.8262 -2.6812  0.488
H: 2.2414 0.8616 -1.9501  0.511
O: 2.9751 1.5043 -1.8567  -0.997
H: 3.4919 1.1143 1.8879  0.454
H: 4.5549 1.0114 1.0311  0.464
O: 4.4320 0.9418 1.9250  -0.916
H: -3.1861 2.6279 -0.8788  0.500
H: -2.7897 3.4974 -2.1615  0.471
O: -2.5037 3.1644 -1.4103  -0.954
H: -3.5438 -0.4421 -0.6596  0.463
H: -2.7833 0.8748 -0.8882  0.472
O: -3.1778 0.2103 -1.3844  -0.962

## Properties
- Relative energy (zero: lowest compared OMol25 entry of this formula, charge and spin): 4.5509 eV
- Orbital gap: 9.418 eV
- HOMO: -9.34 eV
- Structure (SMILES): NC[C@@H]1CCCN1.O.O.O.O.O.O.O.O.O


Entry 6:
Molecular formula: C5H31N2O9
Method: DFT, the ωB97M-V functional and the def2-TZVPD basis

Last column: natural (NBO) charge in e.
Cartesian coordinates (Å):
C: -1.3507 0.2524 2.6661  -0.638
C: -1.2329 -1.1802 2.1915  -0.461
C: 0.2243 -1.3519 1.8710  -0.408
C: 0.6281 -0.5325 0.5663  -0.306
N: -0.3232 -0.7249 -0.5710  -0.292
C: 0.0452 -0.4587 -1.7982  0.370
N: 1.2584 0.0281 -2.1559  -0.573
H: -2.3518 0.7738 2.4459  0.238
H: -1.3413 0.2568 3.7965  0.280
H: -0.6995 0.7695 1.8476  0.186
H: -1.3751 -1.9024 3.1100  0.274
H: -1.9398 -1.5660 1.4089  0.212
H: 0.4444 -2.4964 1.5743  0.269
H: 0.9445 -0.8719 2.7109  0.285
H: 0.6437 0.6227 0.6352  0.326
H: 1.6425 -0.9289 0.2463  0.309
H: -1.3338 -1.0446 -0.3960  0.505
H: -0.5356 -0.6810 -2.7287  0.275
H: 1.9161 0.3845 -1.3904  0.478
H: 1.7802 0.1180 -3.1715  0.506
H: -1.5320 -4.8487 -0.7205  0.497
H: -2.5590 -3.7892 -1.0298  0.509
O: -1.6625 -3.9130 -0.6614  -0.985
H: -2.6411 0.3600 -2.7635  0.447
H: -2.5111 1.5361 -1.8640  0.465
O: -3.0756 1.0341 -2.3230  -0.903
H: 2.2308 1.4490 1.6889  0.489
H: 3.4918 0.9166 2.3674  0.502
O: 3.0353 0.9307 1.5021  -1.007
H: -4.8159 -1.6182 -0.7608  0.474
H: -4.2320 -1.1904 -1.9289  0.469
O: -4.0541 -1.6124 -1.1750  -0.938
H: 1.3997 2.8838 1.2688  0.485
H: 0.1278 2.3782 1.5580  0.484
O: 0.9637 2.5169 1.9949  -0.912
H: 2.2624 4.3558 -0.7291  0.493
H: 3.0707 3.1425 -0.7183  0.504
O: 2.2199 3.4676 -0.4261  -0.985
H: 4.1805 1.1016 0.0716  0.549
H: 4.5003 0.5833 -1.5512  0.506
O: 3.8628 0.9574 -0.8902  -1.044
H: -1.6574 3.3088 0.2533  0.506
H: -0.3628 3.0920 -0.3416  0.488
O: -1.0399 2.6060 0.1185  -0.965
H: 1.0580 -3.3188 -2.4748  0.514
H: -0.0130 -3.1615 -1.4711  0.513
O: 0.7091 -2.6344 -1.8527  -0.990

## Properties
- Relative energy (zero: lowest compared OMol25 entry of this formula, charge and spin): 4.7805 eV
- Orbital gap (alpha / beta): 10.208 / 4.821 eV
- Spin multiplicity: 2
- HOMO (alpha / beta): -17.34 / -17.25 eV
- Net charge: +2


Entry 7:
Molecular formula: C5H31NO9
Method: DFT, the ωB97M-V functional and the def2-TZVPD basis

Last column: natural (NBO) charge in e.
Cartesian coordinates (Å):
C: -1.7852 -1.4583 0.6737  -0.453
N: -1.2106 -0.2202 0.1265  -0.483
C: 0.2428 -0.2129 0.2708  -0.486
C: -1.6384 1.1550 2.2213  -0.661
C: -1.8669 0.9699 0.7270  -0.099
C: -1.4211 2.2311 -0.0192  -0.800
H: -2.8684 -1.4300 0.5657  0.210
H: -1.3585 -2.2859 0.0906  0.193
H: -1.4965 -1.6464 1.7129  0.174
H: 0.6752 -1.1906 0.0160  0.201
H: 0.5872 -0.0567 1.3053  0.183
H: 0.6852 0.5469 -0.3668  0.216
H: -2.2092 1.9996 2.5914  0.214
H: -0.5903 1.3407 2.4447  0.204
H: -1.9213 0.2741 2.8166  0.201
H: -2.9505 0.8580 0.5394  0.238
H: -2.0327 3.0863 0.2706  0.211
H: -0.3465 2.4684 0.1932  0.198
H: -1.4856 2.1216 -1.1011  0.181
H: 1.0686 -1.8455 -2.4115  0.462
H: -0.0223 -0.8372 -2.9273  0.506
O: 0.9301 -1.1143 -3.0287  -1.046
H: -4.5714 -1.3769 -2.8990  0.462
H: -3.3529 -0.3914 -2.6953  0.505
O: -4.3313 -0.4501 -2.8166  -1.028
H: 4.0955 -4.1274 2.1727  0.455
H: 3.2890 -2.8510 2.6255  0.501
O: 3.2699 -3.6542 2.0536  -0.997
H: 3.0566 1.5197 -0.8753  0.515
H: 2.9835 2.8965 -0.1662  0.453
O: 3.2676 1.9842 -0.0333  -1.062
H: 3.3367 0.7983 -3.0627  0.457
H: 1.9154 0.2404 -2.6856  0.508
O: 2.5695 0.9620 -2.5037  -1.084
H: 3.7497 -0.6462 3.1736  0.518
H: 2.8923 -1.2673 4.2474  0.465
O: 3.6105 -1.5063 3.6470  -0.989
H: 4.0315 1.7697 2.8310  0.463
H: 3.6298 1.1780 1.4460  0.524
O: 3.8803 0.9328 2.3824  -1.028
H: -1.5675 -0.2626 -1.5364  0.502
H: -1.6046 0.7345 -2.7390  0.443
O: -1.6281 -0.2128 -2.5396  -1.091
H: -5.6211 1.3340 -0.6366  0.455
H: -4.8124 0.2181 -1.3033  0.496
O: -5.0023 0.6280 -0.4277  -1.005

## Properties
- Orbital gap (alpha / beta): 2.197 / 9.410 eV
- Spin multiplicity: 2
- HOMO (alpha / beta): 0.70 / -6.55 eV
- Net charge: -1


Entry 8:
Molecular formula: C5H31O13S
Method: DFT, the ωB97M-V functional and the def2-TZVPD basis

Last column: natural (NBO) charge in e.
Cartesian coordinates (Å):
O: 0.6860 -0.3230 -1.8729  -0.802
C: 1.1174 -1.0091 -0.9515  0.780
O: 2.1957 -1.7110 -1.0476  -0.814
C: 0.2931 -0.9636 0.2716  -0.505
C: 0.6086 0.4509 0.8954  -0.459
C: -0.2428 1.4248 0.2922  -0.463
S: 0.1494 3.2415 0.9364  0.034
C: 1.6361 3.4740 -0.2364  -0.721
H: -0.7206 -0.9729 0.1452  0.218
H: 0.5476 -1.6345 1.0516  0.201
H: 0.3635 0.3256 1.8835  0.210
H: 1.6104 0.5633 1.0274  0.211
H: -1.2971 1.3893 0.8292  0.236
H: -0.1431 1.4320 -0.9027  0.254
H: 1.5139 3.0898 -1.2472  0.222
H: 2.3379 2.7989 0.3848  0.226
H: 1.7501 4.6496 -0.1809  0.230
H: -2.2957 -3.2323 -0.8649  0.486
H: -1.6415 -3.1578 -2.2799  0.485
O: -2.4839 -3.1773 -1.8081  -0.967
H: -3.8907 -2.1014 1.2581  0.481
H: -3.0991 -2.9251 2.2935  0.462
O: -3.7112 -2.9886 1.5576  -0.978
H: 1.9803 -2.9924 -2.8050  0.493
H: 1.8843 -1.8033 -3.7116  0.475
O: 1.6208 -2.7352 -3.6927  -0.973
H: 0.9198 2.6300 3.6316  0.481
H: -0.4406 2.9761 4.1194  0.487
O: 0.3590 2.4058 4.3969  -0.969
H: 3.3005 0.4724 -2.8674  0.466
H: 2.8403 0.8348 -1.5732  0.470
O: 3.7222 0.8182 -2.0837  -0.938
H: -1.4144 0.1940 3.5832  0.493
H: -2.3272 0.5261 2.4324  0.458
O: -1.7859 0.9670 3.0779  -0.964
H: 0.3262 0.2738 4.4512  0.489
H: 0.6818 -1.0187 3.6609  0.485
O: 0.1801 -0.5782 4.3523  -0.956
H: -1.1312 -0.1312 -1.6521  0.494
H: -2.0405 -1.0647 -2.2030  0.473
O: -2.0622 -0.3304 -1.6356  -0.994
H: 4.8927 -0.8371 0.2360  0.451
H: 3.6751 -1.6698 -0.2504  0.511
O: 4.5724 -1.6659 0.1473  -0.994
H: -4.1657 -1.6990 -0.4527  0.489
H: -4.1943 -0.3035 0.0329  0.475
O: -4.6020 -1.0822 0.0883  -0.928
H: -0.4474 1.3345 -3.3483  0.486
H: -2.0773 1.0373 -3.5476  0.493
O: -1.2114 1.5121 -3.9477  -0.982

## Properties
- Orbital gap: 8.757 eV
- HOMO: -6.48 eV
- Net charge: -1


Entry 9:
Molecular formula: C5H32N2O10
Method: DFT, the ωB97M-V functional and the def2-TZVPD basis

Last column: natural (NBO) charge in e.
Cartesian coordinates (Å):
C: -0.6811 -1.6656 0.7840  -0.219
N: -0.7075 -0.4704 0.0135  -0.689
C: 0.2596 0.6126 0.3592  -0.083
C: 1.7063 0.0848 -0.1538  -0.133
O: 2.5934 0.9953 0.3652  -0.752
C: -0.2767 1.9779 -0.2374  -0.255
N: -1.6901 1.8442 -0.6571  -0.895
C: -1.1549 -2.7803 -0.0892  -0.626
H: -1.2374 -1.7498 1.6784  0.171
H: 0.4421 -1.5834 1.2183  0.203
H: -0.7929 -0.5834 -0.9809  0.380
H: 0.5956 0.7337 1.3779  0.227
H: 1.4672 -0.1875 -1.2330  0.192
H: 2.1594 -0.8547 0.2850  0.210
H: 3.0946 1.6104 -0.2364  0.485
H: 0.1575 2.5023 -1.0965  0.206
H: -0.4323 2.6294 0.7303  0.211
H: -1.8528 1.9379 -1.6098  0.350
H: -2.1017 0.9572 -0.3976  0.382
H: -2.1672 -2.7505 -0.4733  0.185
H: -1.0939 -3.7925 0.2544  0.226
H: -0.6380 -2.7778 -1.0344  0.211
H: 3.1849 -0.7682 -1.7810  0.481
H: 3.3564 -1.6347 -3.0709  0.479
O: 3.5486 -0.7621 -2.7099  -0.959
H: -0.6050 0.0767 4.0281  0.497
H: -0.2192 -1.4670 4.2088  0.485
O: 0.0976 -0.5288 4.0344  -0.976
H: 0.0584 -0.5088 -3.3318  0.481
H: 1.4841 -0.2030 -3.6121  0.482
O: 0.9139 -0.9436 -3.3415  -0.973
H: -1.2666 -0.4075 -4.8530  0.475
H: -1.5153 0.8496 -4.1192  0.468
O: -0.8315 0.4644 -4.5716  -0.921
H: -2.7178 2.5722 3.2426  0.476
H: -2.0921 2.0269 2.0157  0.475
O: -1.9854 1.9859 2.9620  -0.949
H: 2.2058 0.0564 4.2238  0.492
H: 3.2417 0.6792 3.3103  0.460
O: 2.9923 -0.0843 3.6155  -0.952
H: 2.0677 -1.9816 2.8143  0.482
H: 3.2675 -2.8019 2.5101  0.471
O: 2.4211 -2.5147 2.1154  -0.949
H: -2.8393 3.5682 0.3805  0.484
H: -1.9153 4.7279 0.0554  0.468
O: -2.4129 4.3697 0.8209  -0.960
H: -2.8624 -1.4837 -3.3080  0.476
H: -2.7757 -1.1112 -1.7807  0.495
O: -2.4504 -0.8660 -2.7251  -0.972

## Properties
- Relative energy (zero: lowest compared OMol25 entry of this formula, charge and spin): 6.2117 eV
- Orbital gap: 8.065 eV
- HOMO: -8.07 eV
- Structure (SMILES): CCN[C@H](CN)CO.O.O.O.O.O.O.O.O.O